A molecular structure, C18H84AsF3NO26S2, computed with ωB97M-V/def2-TZVPD.

Geometry as XYZ:
```
135
Properties=species:S:1:pos:R:3:forces:R:3
C -0.9149 4.7166 -4.1526 0.82 -0.55 0.10
C -1.2376 3.5207 -5.0465 -0.60 0.62 -0.04
C -1.7785 2.2859 -4.3172 0.63 -0.16 -0.35
C -1.1267 1.9225 -2.9867 -0.48 -0.60 0.31
C -2.0529 1.0085 -2.1343 0.08 0.83 0.09
C -2.2935 1.5901 -0.7450 0.09 -0.55 -0.06
As -0.6579 1.5008 0.4836 0.32 0.76 -0.07
C 1.0221 1.5127 1.7210 0.12 -0.53 0.14
C 1.9804 0.3623 1.4417 0.06 0.40 0.70
C 3.1885 0.3679 2.4078 -0.43 -0.02 -0.90
S 4.8285 0.0937 1.6348 0.29 -0.31 0.82
C 4.9503 -1.5936 1.1344 -0.20 0.35 0.38
S 3.8707 -2.3547 0.1847 -0.02 -0.01 -0.23
N 6.1428 -2.1653 1.6256 -0.12 -0.36 -0.73
C 5.9537 -2.8319 2.9248 0.66 0.64 0.06
C 5.7301 -4.3299 2.8246 -0.29 0.30 0.31
O 6.6625 -4.9735 1.9795 -0.13 -0.09 0.03
C 6.5515 -4.4501 0.6575 0.52 -0.27 -0.07
C 6.9030 -2.9816 0.6680 -0.21 0.19 0.05
C -1.8656 1.7401 2.1608 -0.44 -0.09 -0.18
C -2.1816 0.4494 2.8700 0.19 0.38 0.34
O -3.5579 0.0716 2.6321 0.08 -0.09 0.15
C -3.9798 -0.9794 3.4341 -0.07 0.31 -0.49
C -4.8818 -0.5026 4.5687 -0.68 0.06 0.24
F -5.5560 0.6432 4.2692 0.60 -1.04 0.48
F -4.2172 -0.3037 5.7480 -0.40 0.17 -0.55
F -5.8296 -1.4635 4.8455 0.50 0.64 -0.03
H -1.5990 4.8149 -3.3182 -0.25 0.18 -0.03
H -0.8358 5.6412 -4.7134 -0.28 0.13 -0.10
H 0.0678 4.5471 -3.7094 0.03 0.05 0.25
H -2.0168 3.8477 -5.7398 -0.01 -0.06 -0.21
H -0.3666 3.3030 -5.6649 0.14 -0.23 0.04
H -2.8621 2.3576 -4.2249 -0.12 0.25 0.25
H -1.6059 1.4329 -4.9777 -0.21 -0.16 -0.08
H -0.2075 1.3787 -3.1778 0.28 0.17 -0.04
H -0.8844 2.7810 -2.3671 0.09 0.27 -0.14
H -3.0132 0.9611 -2.6500 -0.08 -0.42 -0.11
H -1.6399 0.0051 -2.0329 0.02 -0.17 -0.10
H -3.0988 1.0376 -0.2506 -0.03 -0.04 0.14
H -2.5887 2.6400 -0.8076 -0.01 0.14 0.01
H -0.4996 3.0856 0.3613 -0.09 0.07 0.16
H 0.3416 1.2897 -0.7364 0.01 -0.05 -0.11
H -0.7816 -0.0808 0.6145 -0.13 -0.24 0.12
H 0.6868 1.4626 2.7623 -0.07 -0.02 0.10
H 1.5332 2.4671 1.5892 -0.08 0.13 -0.17
H 2.3532 0.4390 0.4255 -0.12 -0.17 -0.25
H 1.4497 -0.5772 1.5853 -0.02 -0.20 -0.38
H 3.0578 -0.3319 3.2299 0.15 -0.16 0.06
H 3.3294 1.3585 2.8389 0.05 -0.06 -0.08
H 6.8415 -2.6403 3.5300 0.16 -0.06 0.03
H 5.1232 -2.3465 3.4301 -0.14 -0.06 0.11
H 5.8719 -4.7446 3.8167 -0.10 -0.15 0.11
H 4.7028 -4.5280 2.5061 -0.06 -0.13 -0.21
H 7.2804 -4.9835 0.0550 0.05 -0.11 -0.08
H 5.5662 -4.6554 0.2468 -0.23 0.14 0.05
H 7.9597 -2.8849 0.9199 0.10 0.00 0.17
H 6.7720 -2.5432 -0.3166 -0.06 -0.03 -0.15
H -2.8092 2.1672 1.8200 -0.06 0.09 -0.08
H -1.4192 2.4610 2.8416 0.20 0.06 0.03
H -2.0303 0.5591 3.9498 -0.09 -0.08 0.15
H -1.5419 -0.3743 2.5306 0.03 -0.11 -0.15
H -3.1454 -1.5400 3.8534 0.02 -0.12 0.19
H -4.5802 -1.6567 2.8281 -0.15 -0.11 0.02
O -0.1401 -0.7988 -4.5526 0.01 -0.09 -0.12
H 0.8096 -0.9452 -4.5146 0.03 0.05 0.10
H -0.4615 -1.4382 -5.1940 -0.03 -0.02 -0.02
O 6.4044 -7.1788 3.9474 -0.23 -0.27 -0.11
H 7.3510 -7.0557 4.0572 0.05 -0.04 0.07
H 6.2672 -7.0714 2.9972 0.13 0.23 -0.02
O 4.0114 3.2334 3.7026 0.19 0.32 -0.01
H 4.7386 3.5180 3.1381 0.03 -0.08 -0.05
H 4.4352 3.0057 4.5356 -0.07 -0.03 0.06
O -1.9048 6.0775 -1.1537 -0.06 0.19 -0.04
H -2.8318 5.8342 -1.2321 0.00 -0.15 0.00
H -1.9113 6.8784 -0.6232 0.04 0.00 0.08
O -5.3827 0.1456 8.7992 -0.04 0.07 -0.02
H -5.6921 0.8875 8.2707 0.01 0.04 -0.02
H -5.2436 -0.5590 8.1559 0.07 -0.03 0.01
O 7.8013 -6.0663 -2.1440 0.05 0.01 -0.03
H 7.4537 -6.7466 -2.7277 -0.07 -0.03 0.01
H 8.7471 -6.0612 -2.3159 0.04 0.02 0.01
O -2.6196 6.7297 -6.2882 -0.11 0.29 -0.20
H -3.3772 6.1731 -6.5126 0.18 -0.29 0.15
H -3.0075 7.5476 -5.9591 -0.07 0.00 0.11
O -4.6950 4.6014 -6.8653 0.10 0.35 0.33
H -5.1319 5.2330 -7.4429 -0.18 -0.11 -0.15
H -4.5583 3.8411 -7.4352 0.11 -0.06 -0.08
O -2.0461 -0.4164 8.4993 -0.01 -0.08 -0.03
H -2.6071 -0.7859 9.1920 0.05 0.04 0.15
H -2.5962 0.2466 8.0736 -0.02 0.02 -0.06
O -3.7001 -0.6780 11.0476 0.00 0.13 0.08
H -4.2548 -1.0850 11.7174 0.01 -0.10 0.01
H -4.2673 -0.0114 10.6377 -0.03 -0.11 -0.20
O 4.1202 -8.5702 5.2719 0.09 -0.17 -0.23
H 4.7235 -8.1551 4.6402 0.33 0.25 0.28
H 4.6146 -8.5474 6.0984 -0.07 0.06 0.09
O -6.3160 3.6670 -8.9750 0.27 -0.11 -0.24
H -6.7538 3.3077 -8.1955 -0.15 -0.02 -0.04
H -6.9761 4.2636 -9.3403 -0.16 -0.11 -0.03
O 0.5990 -3.1552 0.3483 0.01 -0.24 0.11
H 1.5618 -3.1165 0.3909 -0.11 0.16 -0.01
H 0.4095 -3.8439 -0.2948 -0.02 0.03 -0.05
O -5.4898 -0.1435 -3.0324 -0.29 -0.06 -0.07
H -5.7046 -0.0943 -2.0963 0.13 0.10 0.07
H -5.1862 -1.0461 -3.1591 0.14 0.00 -0.01
O -6.1823 1.1436 -10.9433 0.00 0.03 -0.05
H -5.2874 1.0061 -11.2636 0.04 -0.04 -0.01
H -6.1278 1.9511 -10.4170 -0.06 0.12 0.17
O -9.0803 3.7652 -8.3950 -0.15 0.18 0.03
H -9.8445 3.2144 -8.5855 0.03 -0.09 -0.04
H -9.4491 4.5882 -8.0502 0.08 0.05 0.16
O 6.8544 -10.5113 5.8769 0.10 -0.10 -0.03
H 6.3981 -10.8259 6.6620 -0.08 0.04 0.03
H 6.1755 -10.0270 5.3961 -0.03 0.01 -0.12
O 6.2654 -9.2612 8.5349 -0.07 0.01 0.09
H 6.1540 -8.6317 9.2531 -0.07 0.01 0.03
H 7.1293 -9.6545 8.6894 0.08 0.04 -0.11
O -3.4120 9.8401 -5.8982 -0.07 -0.24 -0.03
H -2.5072 9.7036 -6.1989 0.05 0.16 -0.06
H -3.3550 10.6458 -5.3782 0.05 0.05 0.02
O -1.2687 11.8324 -6.5422 0.07 0.01 0.01
H -0.3111 11.8333 -6.4529 0.03 -0.02 0.05
H -1.4268 12.0354 -7.4687 -0.07 -0.02 -0.03
O 3.1914 -8.6888 2.2389 0.34 0.10 -0.14
H 3.1002 -7.7511 2.0417 -0.13 0.02 0.00
H 3.5469 -8.7140 3.1354 -0.26 -0.18 0.08
O 5.4963 -10.2943 0.6965 0.02 0.12 -0.08
H 4.8251 -10.9615 0.5319 -0.02 -0.07 0.02
H 4.9795 -9.5194 0.9512 -0.09 -0.05 0.13
O -8.9260 5.9813 -6.2183 -0.05 -0.15 -0.05
H -8.5230 5.2651 -5.7157 0.07 -0.02 -0.04
H -9.0400 6.6888 -5.5783 -0.01 0.08 -0.02
O 2.6566 4.6819 0.9580 0.29 0.09 -0.03
H 2.7494 5.6384 0.9662 -0.07 0.04 -0.02
H 2.9629 4.3983 1.8253 -0.21 -0.11 0.12
```
Forces are in eV/Å.

As for the electronic energy: -165411.056 eV. As for the total charge: -1.



A molecular structure, C18H8F3NSbSe4Tc, computed with ωB97M-V/def2-TZVPD.

Geometry as XYZ:
```
36
Properties=species:S:1:pos:R:3:forces:R:3
Tc -1.5689 0.0745 0.4064 0.43 0.08 -0.31
Se 2.2558 3.0127 -0.3001 0.08 -0.26 -0.02
Sb 2.0352 0.7233 -0.3625 -0.07 0.01 0.05
Se -0.8036 0.7101 -1.5456 -0.37 -0.22 0.12
Se -0.0208 0.4997 1.9061 -0.39 -0.03 0.09
Se 2.6551 -1.4710 -0.6571 0.04 0.28 0.01
F -10.4311 2.1316 0.7139 -0.17 -0.16 0.04
C -9.5436 3.0632 0.3667 0.28 -0.05 -0.01
F -9.6340 4.0691 1.2310 0.01 0.16 0.12
F -9.8532 3.5125 -0.8453 -0.05 0.06 -0.13
C -8.1507 2.4476 0.3895 -0.03 0.03 0.06
C -7.5033 2.3028 1.6188 -0.07 0.06 -0.05
C -6.2970 1.6486 1.6741 0.03 -0.06 -0.03
C -5.7398 1.1299 0.4817 -0.16 -0.15 0.02
C -6.3784 1.3347 -0.7613 0.00 -0.01 0.01
C -7.5863 1.9943 -0.7983 0.04 0.03 -0.05
C -4.6616 0.2625 0.5490 0.52 0.23 -0.05
C -3.6575 -0.4710 0.5919 0.18 -0.33 0.33
H -7.9600 2.6916 2.5192 0.01 0.01 -0.02
H -5.7806 1.5151 2.6156 -0.03 -0.05 -0.02
H -5.9293 0.9539 -1.6690 -0.01 -0.03 0.03
H -8.0986 2.1519 -1.7381 0.01 -0.02 0.05
N -2.5181 -9.4292 2.1645 0.02 0.20 -0.04
C -2.4680 -8.3015 1.9460 0.06 0.14 -0.04
C -2.4293 -6.8844 1.6717 -0.05 -0.36 0.09
C -2.6039 -6.4431 0.3546 0.02 0.00 -0.07
C -2.6410 -5.0956 0.0982 0.02 0.03 -0.01
C -2.5028 -4.1785 1.1711 -0.06 0.02 0.06
C -2.2799 -4.6425 2.4924 -0.03 0.04 -0.02
C -2.2432 -5.9912 2.7351 0.06 -0.04 0.04
C -2.6963 -2.8354 0.9419 0.14 0.23 -0.18
C -2.8325 -1.6141 0.6891 -0.34 0.14 -0.10
H -2.7149 -7.1644 -0.4436 -0.03 0.02 0.03
H -2.7850 -4.7264 -0.9092 -0.02 -0.01 0.05
H -2.1558 -3.9312 3.2981 -0.02 -0.01 -0.02
H -2.0781 -6.3734 3.7329 -0.04 0.00 -0.01
```
Forces are in eV/Å.

As for the total charge: +2. As for the energy above the lowest of the compared OMol25 structures with the same formula, charge and spin: 3.2 kcal per mole.



2 unconnected molecules or ions with the total composition C18H8F8N2O5S, computed with ωB97M-V/def2-TZVPD.

Geometry as XYZ:
```
42
Properties=species:S:1:pos:R:3:forces:R:3
O -7.8473 1.2379 -1.2719 1.63 0.78 1.09
C -6.8624 1.3651 -0.6612 -1.19 -0.99 -1.06
N -5.7796 1.4981 -0.0570 -0.67 0.26 -0.24
N -5.3285 0.3712 0.6613 0.24 -0.22 1.18
C -4.5416 -0.5377 -0.0929 1.30 0.03 -0.40
F -5.1670 -1.0915 -1.1386 -0.65 0.17 -0.57
F -4.1912 -1.5473 0.6878 -0.07 -0.48 0.90
C -3.1943 0.1153 -0.6095 -0.55 -0.22 -0.48
F -2.9577 1.2801 -0.0378 -0.37 1.04 0.26
F -2.1926 -0.6741 -0.2631 0.66 -0.90 0.19
C -3.1106 0.2494 -2.1540 1.28 0.81 0.72
F -2.0298 0.9701 -2.4155 0.75 0.63 -0.02
F -4.1229 0.8879 -2.6834 -1.22 0.08 -0.35
F -2.9060 -0.9170 -2.7032 -0.59 -1.20 -0.56
S -6.4485 -0.3141 1.7181 -1.69 -0.84 0.14
O -7.1364 -1.3414 1.0413 0.26 -0.81 -0.46
O -7.2153 0.6919 2.3205 0.31 1.31 0.32
F -5.6429 -0.9976 2.8552 0.62 0.54 -0.65
O 1.1363 0.3006 -0.7451 -0.01 0.00 0.00
C 2.2574 0.1390 -0.3093 -0.32 0.04 -0.12
C 2.9039 -1.2006 -0.3519 0.14 0.00 0.06
C 2.2196 -2.2697 -0.9172 -0.05 -0.16 -0.07
C 2.8244 -3.5126 -0.9973 0.06 0.02 0.03
C 4.1168 -3.6935 -0.5143 -0.06 0.04 -0.01
C 4.7966 -2.6353 0.0650 0.04 -0.18 -0.03
C 4.1920 -1.3876 0.1540 -0.13 0.04 -0.07
C 4.9273 -0.2636 0.7951 0.34 -0.06 0.15
O 6.0250 -0.4386 1.2826 -0.04 0.01 -0.02
C 4.2890 1.0807 0.8192 -0.13 0.00 -0.06
C 4.9746 2.1504 1.3816 0.05 0.17 0.05
C 4.4056 3.4128 1.3819 -0.06 -0.02 -0.04
C 3.1485 3.6126 0.8196 0.06 -0.04 0.03
C 2.4555 2.5471 0.2702 -0.04 0.18 0.02
C 3.0195 1.2772 0.2719 0.14 -0.02 0.04
H 1.2169 -2.1279 -1.2974 0.02 0.13 0.03
H 2.2915 -4.3433 -1.4417 0.00 0.01 0.00
H 4.5921 -4.6629 -0.5889 -0.01 0.01 0.01
H 5.7991 -2.7774 0.4451 -0.01 0.13 0.05
H 5.9536 1.9962 1.8145 -0.01 -0.13 -0.05
H 4.9427 4.2456 1.8171 0.00 -0.01 0.00
H 2.7096 4.6019 0.8128 0.00 -0.01 0.00
H 1.4770 2.7027 -0.1637 -0.01 -0.14 -0.01
```
Forces are in eV/Å.

As for the electronic energy: -64586.910 eV. As for the total charge: 0. The SMILES is O=C=NN(C(F)(F)C(F)(F)C(F)(F)F)S(=O)(=O)F.O=C1c2ccccc2C(=O)c2ccccc21.



A molecular structure, C18H9N2O7PtS, computed with ωB97M-V/def2-TZVPD.

Geometry as XYZ:
```
38
Properties=species:S:1:pos:R:3:forces:R:3
Pt -0.1753 -0.7116 -1.0738 0.04 -0.01 0.06
O -3.1150 2.7417 -5.1397 0.03 -0.04 -0.09
C -2.5146 2.0421 -4.3651 -0.13 0.17 0.29
C -1.1399 2.3363 -3.7644 0.10 -0.16 -0.22
O -0.4463 3.2982 -4.0157 -0.03 0.05 0.06
C -0.8706 1.2041 -2.8775 -0.02 0.02 0.05
C -1.9325 0.2984 -2.8852 -0.01 0.02 0.03
O -1.8952 -0.7800 -2.1589 -0.01 -0.02 0.03
C -3.0207 0.7465 -3.7399 0.08 -0.10 -0.16
O -4.1028 0.2280 -3.9388 -0.02 0.03 0.03
O 0.1739 1.0059 -2.1372 -0.02 0.02 0.00
S -0.7774 -2.6240 0.1098 -0.06 0.01 -0.09
C -2.1423 -1.7442 0.7345 0.07 -0.01 -0.03
N -1.9192 -0.8104 1.6813 -0.27 0.06 -0.06
C -2.8726 0.0043 2.1619 0.03 -0.09 -0.04
C -4.1642 -0.1100 1.7284 -0.01 -0.01 -0.01
C -4.4472 -1.0747 0.7525 0.00 0.01 0.01
C -3.4540 -1.8882 0.2647 -0.04 -0.02 0.07
H -0.9134 -0.6011 1.8990 0.09 0.01 0.01
H -2.5393 0.7390 2.8802 -0.01 0.02 0.00
H -4.9275 0.5503 2.1108 0.00 0.01 0.00
H -5.4499 -1.1594 0.3541 -0.01 0.00 0.01
H -3.6340 -2.5980 -0.5273 0.00 0.00 0.00
O 3.0961 -0.8686 -1.6171 -0.01 0.02 0.02
C 2.7907 -0.5784 -0.4898 0.03 -0.04 0.02
N 1.4958 -0.5009 0.0289 0.01 0.02 0.03
C 1.5353 -0.2035 1.3479 0.04 0.02 -0.09
O 0.5839 -0.0737 2.1230 0.12 0.02 0.07
C 2.9673 -0.0398 1.7594 0.00 0.01 0.00
C 3.5325 0.2703 2.9768 0.00 -0.01 0.01
C 4.9230 0.3518 3.0315 0.00 0.00 -0.01
C 5.6999 0.1275 1.8987 -0.01 0.00 0.00
C 5.1118 -0.1878 0.6747 0.00 0.00 -0.01
C 3.7375 -0.2632 0.6363 0.00 0.01 0.00
H 2.9167 0.4414 3.8500 0.00 0.00 0.00
H 5.4096 0.5945 3.9680 0.00 0.00 0.00
H 6.7777 0.2009 1.9728 0.00 0.00 0.00
H 5.7024 -0.3640 -0.2148 0.00 0.00 0.00
```
Forces are in eV/Å.

As for the total charge: -1. As for the energy above the lowest of the compared OMol25 structures with the same formula, charge and spin: 0.0 kcal per mole.